# C5H12MgO3Tl

A structure of composition C5H12MgO3Tl (ωB97M-V/def2-TZVPD, the OMol25 dataset).

As for the largest force on an atom: 6.43 eV Å⁻¹. The total energy comes out at -21648.39556 eV. Its net charge is +1. As for the lowest unoccupied orbital energy: -4.160 eV. The calculation puts the HOMO energy at -9.44 eV.

Last column: Löwdin charge in e.
Geometry (Å):
O 0.72219 -2.03265 0.77201  -0.60
Mg -0.60071 -3.09555 1.86292  0.73
C 0.45367 0.33469 -3.37205  -0.04
O 0.61463 0.40573 -1.97370  -0.36
C 1.01402 1.71052 -1.43254  -0.20
C 0.93344 1.60837 0.06069  -0.22
C -0.40602 1.95202 0.64165  -0.20
O -1.17802 0.70650 0.69303  -0.38
C -2.48303 0.78614 1.21720  -0.05
Tl 0.24798 -0.46930 -0.17067  0.96
H 0.19373 -0.69890 -3.62578  0.11
H -0.35306 1.00868 -3.69987  0.11
H 1.38850 0.61859 -3.87957  0.11
H 0.32466 2.44624 -1.88981  0.14
H 2.03521 1.91310 -1.79040  0.14
H 1.78086 2.05121 0.58889  0.12
H 1.69475 -2.16615 0.94196  0.04
H -1.02443 2.65515 0.05126  0.14
H -0.32236 2.33625 1.66992  0.14
H -2.82868 -0.24039 1.38883  0.08
H -2.49308 1.31146 2.18464  0.11
H -3.13202 1.33302 0.51563  0.11